# 1
The following is a quantum chemistry calculation of C24H28AgN5P as an isolated structure, from the OMol25 dataset.

Each line ends with the Löwdin charge.
CARTESIAN COORDINATES (ANGSTROEM)
1 Ag -0.227 0.076 -0.188  0.601
2 C 1.309 0.860 3.046  -0.223
3 N 1.310 0.954 1.606  -0.064
4 C 2.358 1.446 1.036  -0.147
5 C 2.532 1.459 -0.360  -0.374
6 C 3.669 1.858 -1.086  -0.095
7 C 3.372 1.648 -2.420  -0.140
8 C 2.073 1.127 -2.444  -0.221
9 N 1.568 1.012 -1.223  -0.043
10 C 1.023 2.166 3.736  -0.218
11 C 0.004 2.999 3.291  -0.031
12 C -0.244 4.198 3.932  -0.090
13 C 0.522 4.584 5.020  -0.112
14 C 1.539 3.759 5.467  -0.104
15 C 1.788 2.559 4.827  -0.056
16 H 2.275 0.470 3.417  0.114
17 H 0.529 0.139 3.326  0.110
18 H 3.203 1.830 1.633  0.135
19 H 4.593 2.221 -0.669  0.082
20 H 3.995 1.847 -3.276  0.069
21 H 1.498 0.841 -3.311  0.086
22 H -0.582 2.699 2.433  0.113
23 H -1.038 4.841 3.583  0.098
24 H 0.326 5.522 5.521  0.092
25 H 2.147 4.055 6.311  0.094
26 H 2.586 1.916 5.178  0.105
27 C 3.085 -4.203 1.457  -0.217
28 N 2.671 -2.935 2.018  -0.157
29 C 1.516 -3.154 2.870  -0.201
30 N 0.419 -3.831 2.202  -0.160
31 C 0.901 -5.066 1.614  -0.213
32 N 2.036 -4.892 0.722  -0.169
33 C 1.661 -4.153 -0.474  -0.344
34 P 0.970 -2.405 -0.161  0.975
35 C 2.386 -1.965 0.977  -0.344
36 C -0.185 -2.974 1.199  -0.358
37 H 3.403 -4.855 2.280  0.120
38 H 3.935 -4.035 0.790  0.121
39 H 1.160 -2.189 3.236  0.112
40 H 1.832 -3.768 3.722  0.122
41 H 0.081 -5.529 1.058  0.122
42 H 1.208 -5.737 2.426  0.121
43 H 0.917 -4.745 -1.021  0.076
44 H 2.553 -4.065 -1.108  0.077
45 H 2.149 -1.012 1.444  0.036
46 H 3.291 -1.827 0.374  0.093
47 H -1.028 -3.506 0.741  0.091
48 H -0.585 -2.080 1.688  0.051
49 C -4.770 -2.090 -0.413  -0.149
50 C -4.240 -1.775 0.825  -0.146
51 C -3.050 -1.071 0.921  -0.210
52 C -2.317 -0.614 -0.192  -0.267
53 C -2.938 -0.906 -1.424  -0.194
54 C -4.113 -1.631 -1.542  -0.147
55 H -5.674 -2.686 -0.499  0.083
56 H -4.759 -2.088 1.726  0.084
57 H -2.683 -0.870 1.925  0.066
58 H -2.474 -0.547 -2.339  0.063
59 H -4.529 -1.851 -2.521  0.083

The value obtained for the molar mass is 525.4 g/mol. The total energy comes out at -46080.7762 eV. Its spin multiplicity is 1. The net charge is -1.



# 2
The following is a quantum chemistry calculation of C24H28BCaCl2F2InLiO8Si as an isolated structure at a distorted geometry, from the OMol25 dataset.

Each line ends with the Löwdin charge.
CARTESIAN COORDINATES (ANGSTROEM)
1 C 7.056 -2.616 1.805  -0.045
2 C 6.779 -1.660 0.645  -0.289
3 C 7.461 -1.866 -0.536  -0.060
4 C 7.228 -1.046 -1.636  -0.055
5 C 6.321 -0.018 -1.523  -0.038
6 C 5.653 0.220 -0.329  -0.349
7 C 4.666 1.339 -0.206  -0.215
8 In 2.650 0.520 0.372  0.711
9 C 0.963 1.975 -0.084  -0.531
10 F 0.608 2.603 1.095  -0.020
11 F 1.512 2.948 -0.911  -0.021
12 C -0.213 1.308 -0.837  -0.195
13 C -1.644 1.438 -0.207  -0.201
14 Si -2.112 -0.044 0.861  0.611
15 C -0.484 -0.705 1.606  -0.184
16 C -3.229 0.447 2.299  -0.149
17 C -2.878 -1.477 -0.127  -0.232
18 C -4.194 -1.975 0.045  -0.025
19 C -4.728 -3.047 -0.697  -0.050
20 C -3.924 -3.657 -1.656  -0.125
21 C -2.571 -3.189 -1.878  -0.191
22 C -2.064 -2.066 -1.099  -0.151
23 C 5.890 -0.617 0.721  -0.095
24 H 7.918 -2.330 2.425  0.088
25 H 6.112 -2.713 2.387  0.055
26 H 7.276 -3.613 1.393  0.085
27 H 8.187 -2.675 -0.630  0.117
28 H 7.748 -1.225 -2.578  0.116
29 H 6.111 0.638 -2.368  0.123
30 H 4.608 1.928 -1.134  0.054
31 H 5.025 2.046 0.565  0.059
32 H 2.612 0.030 2.102  -0.080
33 H 2.357 -0.881 -0.710  -0.265
34 H -0.260 1.813 -1.820  0.124
35 H 0.020 0.249 -1.033  0.049
36 H -2.353 1.553 -1.050  0.081
37 H -1.784 2.357 0.389  0.098
38 H -0.009 0.031 2.264  0.037
39 H -0.711 -1.667 2.113  0.024
40 H 0.176 -0.975 0.762  -0.026
41 H -4.265 0.080 2.202  0.018
42 H -2.828 0.095 3.266  0.037
43 H -3.299 1.545 2.393  0.055
44 H -4.864 -1.510 0.775  0.117
45 H -5.749 -3.398 -0.545  0.132
46 H -4.336 -4.505 -2.212  0.122
47 H -1.933 -3.673 -2.627  0.118
48 H -1.052 -1.699 -1.301  0.111
49 H 5.342 -0.435 1.651  0.028
50 C 2.526 -4.187 -0.119  -0.894
51 Cl 2.475 -2.375 -0.612  0.463
52 Cl 1.363 -5.201 -1.075  0.414
53 H 3.528 -4.583 -0.271  0.020
54 H 2.256 -4.266 0.932  0.004
55 Ca -1.872 -4.485 0.192  1.587
56 B -5.689 4.312 -0.541  -0.864
57 O -6.218 3.426 0.530  0.250
58 C -6.002 2.182 0.165  -0.405
59 O -6.302 1.203 0.807  0.108
60 C -5.312 2.174 -1.180  -0.417
61 O -4.977 1.183 -1.778  0.107
62 O -5.132 3.410 -1.585  0.249
63 O -6.750 5.167 -1.092  0.232
64 C -6.388 6.441 -0.915  -0.388
65 O -7.030 7.390 -1.250  0.169
66 C -5.045 6.469 -0.225  -0.390
67 O -4.427 7.443 0.086  0.165
68 O -4.648 5.210 -0.013  0.221
69 Li 4.847 -0.789 3.544  0.792

The value obtained for the molar mass is 754.1 g/mol. The total energy comes out at -104566.6728 eV. Its spin multiplicity is 1. The net charge is +1.



# 3
The following is a quantum chemistry calculation of C24H28BN9O3PdS as an isolated structure, from the OMol25 dataset.

Each line ends with the Löwdin charge.
CARTESIAN COORDINATES (ANGSTROEM)
1 Pd 0.228 1.387 -1.143  1.026
2 C -0.169 4.373 -2.928  -0.021
3 C -0.171 4.399 -1.437  -0.304
4 C -0.300 5.468 -0.544  0.036
5 C -0.232 4.920 0.726  -0.250
6 C -0.309 5.590 2.056  -0.012
7 N -0.076 3.591 0.588  0.037
8 N -0.036 3.289 -0.723  -0.074
9 B 0.122 2.468 1.625  -0.481
10 N 1.542 1.866 1.398  0.027
11 N 2.027 1.722 0.130  0.012
12 C 3.266 1.251 0.221  -0.352
13 C 4.071 0.960 -1.000  -0.024
14 C 3.608 1.110 1.573  0.023
15 C 2.493 1.515 2.285  -0.267
16 C 2.284 1.579 3.761  -0.007
17 N -0.996 1.399 1.382  0.036
18 N -1.450 1.169 0.112  -0.003
19 C -2.462 0.301 0.181  -0.318
20 C -3.202 -0.140 -1.034  -0.018
21 C -2.690 -0.014 1.522  0.033
22 C -1.750 0.699 2.248  -0.260
23 C -1.526 0.719 3.723  -0.008
24 H -0.311 5.375 -3.328  0.083
25 H -0.972 3.740 -3.307  0.080
26 H 0.779 3.989 -3.309  0.080
27 H -0.428 6.508 -0.791  0.116
28 H -0.455 6.658 1.914  0.084
29 H 0.607 5.441 2.628  0.087
30 H -1.138 5.203 2.647  0.088
31 H 0.034 2.907 2.732  0.111
32 H 3.468 1.114 -1.894  0.069
33 H 4.428 -0.071 -1.001  0.084
34 H 4.943 1.612 -1.059  0.083
35 H 4.546 0.772 1.983  0.115
36 H 3.229 1.404 4.272  0.085
37 H 1.574 0.822 4.095  0.076
38 H 1.900 2.551 4.069  0.081
39 H -2.707 0.223 -1.932  0.059
40 H -4.217 0.257 -1.026  0.089
41 H -3.271 -1.227 -1.083  0.092
42 H -3.451 -0.666 1.919  0.120
43 H -2.441 0.435 4.240  0.087
44 H -1.218 1.702 4.073  0.072
45 H -0.751 0.003 4.003  0.084
46 O -2.032 -8.326 -3.921  -0.349
47 S -2.514 -7.076 -3.380  0.386
48 O -2.561 -5.969 -4.317  -0.372
49 O -3.661 -7.175 -2.493  -0.354
50 C -1.233 -6.570 -2.203  -0.319
51 N -0.688 -7.490 -1.386  0.136
52 C 0.167 -7.054 -0.481  -0.114
53 C 0.516 -5.713 -0.340  0.000
54 C -0.085 -4.853 -1.234  -0.235
55 N -0.940 -5.271 -2.155  0.150
56 C 0.136 -3.375 -1.258  -0.100
57 C 0.896 -2.684 -0.322  0.019
58 C 1.005 -1.312 -0.410  -0.096
59 N 0.407 -0.614 -1.388  -0.096
60 C -0.312 -1.277 -2.306  -0.112
61 C -0.470 -2.640 -2.275  0.030
62 H 0.600 -7.804 0.174  0.111
63 H 1.216 -5.394 0.420  0.098
64 H 1.388 -3.193 0.495  0.114
65 H 1.571 -0.745 0.316  0.100
66 H -0.763 -0.679 -3.087  0.116
67 H -1.064 -3.158 -3.018  0.131

The value obtained for the molar mass is 639.8 g/mol. The calculation puts the relative energy (zero: lowest compared OMol25 entry of this formula, charge and spin) at 0.0 kJ/mol. The total energy comes out at -59888.5136 eV. Its spin multiplicity is 1.



What did the first record say?
The following is a quantum chemistry calculation of C24H28AgN5P as an isolated structure, from the OMol25 dataset.

Each line ends with the Löwdin charge.
CARTESIAN COORDINATES (ANGSTROEM)
1 Ag -0.227 0.076 -0.188  0.601
2 C 1.309 0.860 3.046  -0.223
3 N 1.310 0.954 1.606  -0.064
4 C 2.358 1.446 1.036  -0.147
5 C 2.532 1.459 -0.360  -0.374
6 C 3.669 1.858 -1.086  -0.095
7 C 3.372 1.648 -2.420  -0.140
8 C 2.073 1.127 -2.444  -0.221
9 N 1.568 1.012 -1.223  -0.043
10 C 1.023 2.166 3.736  -0.218
11 C 0.004 2.999 3.291  -0.031
12 C -0.244 4.198 3.932  -0.090
13 C 0.522 4.584 5.020  -0.112
14 C 1.539 3.759 5.467  -0.104
15 C 1.788 2.559 4.827  -0.056
16 H 2.275 0.470 3.417  0.114
17 H 0.529 0.139 3.326  0.110
18 H 3.203 1.830 1.633  0.135
19 H 4.593 2.221 -0.669  0.082
20 H 3.995 1.847 -3.276  0.069
21 H 1.498 0.841 -3.311  0.086
22 H -0.582 2.699 2.433  0.113
23 H -1.038 4.841 3.583  0.098
24 H 0.326 5.522 5.521  0.092
25 H 2.147 4.055 6.311  0.094
26 H 2.586 1.916 5.178  0.105
27 C 3.085 -4.203 1.457  -0.217
28 N 2.671 -2.935 2.018  -0.157
29 C 1.516 -3.154 2.870  -0.201
30 N 0.419 -3.831 2.202  -0.160
31 C 0.901 -5.066 1.614  -0.213
32 N 2.036 -4.892 0.722  -0.169
33 C 1.661 -4.153 -0.474  -0.344
34 P 0.970 -2.405 -0.161  0.975
35 C 2.386 -1.965 0.977  -0.344
36 C -0.185 -2.974 1.199  -0.358
37 H 3.403 -4.855 2.280  0.120
38 H 3.935 -4.035 0.790  0.121
39 H 1.160 -2.189 3.236  0.112
40 H 1.832 -3.768 3.722  0.122
41 H 0.081 -5.529 1.058  0.122
42 H 1.208 -5.737 2.426  0.121
43 H 0.917 -4.745 -1.021  0.076
44 H 2.553 -4.065 -1.108  0.077
45 H 2.149 -1.012 1.444  0.036
46 H 3.291 -1.827 0.374  0.093
47 H -1.028 -3.506 0.741  0.091
48 H -0.585 -2.080 1.688  0.051
49 C -4.770 -2.090 -0.413  -0.149
50 C -4.240 -1.775 0.825  -0.146
51 C -3.050 -1.071 0.921  -0.210
52 C -2.317 -0.614 -0.192  -0.267
53 C -2.938 -0.906 -1.424  -0.194
54 C -4.113 -1.631 -1.542  -0.147
55 H -5.674 -2.686 -0.499  0.083
56 H -4.759 -2.088 1.726  0.084
57 H -2.683 -0.870 1.925  0.066
58 H -2.474 -0.547 -2.339  0.063
59 H -4.529 -1.851 -2.521  0.083

The value obtained for the molar mass is 525.4 g/mol. The total energy comes out at -46080.7762 eV. Its spin multiplicity is 1. The net charge is -1.